Computed, not measured: a structure of composition C28H65Cl12N7O7, with the ωB97M-V functional and the def2-TZVPD basis.

Each line ends with the Löwdin charge.
Positions of all 119 atoms, in Å:
1 C -1.74 15.26 20.13  -1.5582
2 Cl -3.48 15.21 19.79  0.5120
3 Cl -1.50 16.82 20.95  0.5139
4 Cl -0.76 15.13 18.74  0.5966
5 H -1.57 14.44 20.83  0.0165
6 C -4.55 19.28 18.79  -1.4533
7 Cl -3.36 18.67 17.74  0.5922
8 Cl -6.22 19.10 18.09  0.5403
9 Cl -4.35 21.11 18.95  0.4892
10 H -4.43 18.85 19.78  0.0152
11 C -7.52 14.47 25.95  -1.5666
12 Cl -8.82 14.00 24.86  0.5040
13 Cl -7.17 13.06 27.05  0.4612
14 Cl -8.19 15.78 26.81  0.5467
15 H -6.61 14.89 25.53  -0.0159
16 C -7.77 14.94 17.38  -1.4794
17 Cl -7.71 13.82 16.02  0.5461
18 Cl -6.10 15.38 17.78  0.4964
19 Cl -8.55 14.20 18.82  0.5561
20 H -8.37 15.84 17.21  0.0038
21 C -3.91 13.50 23.66  -0.0659
22 C -4.43 12.24 23.08  -0.4740
23 C -4.29 11.03 23.95  -0.2193
24 O -4.79 9.82 23.36  -0.1839
25 C -4.67 8.71 24.32  -0.0795
26 N -5.85 12.36 23.04  0.0676
27 H -2.83 13.61 23.66  0.0856
28 H -4.33 13.81 24.62  0.0906
29 H -4.08 14.24 22.88  0.0496
30 H -3.92 12.09 22.13  0.1477
31 H -4.68 11.15 24.97  0.1258
32 H -3.23 10.86 24.11  0.1226
33 H -5.28 8.91 25.20  0.0790
34 H -3.68 8.55 24.74  0.0786
35 H -5.01 7.73 23.96  0.0821
36 H -6.04 12.72 22.11  0.0767
37 H -6.16 11.43 22.77  0.0765
38 C -10.07 27.32 18.32  -0.0888
39 C -9.43 26.64 17.13  -0.4121
40 C -8.24 25.64 17.40  -0.2052
41 O -8.73 24.49 18.02  -0.2233
42 C -7.89 23.28 17.93  -0.0496
43 N -10.58 25.91 16.70  0.0262
44 H -10.64 26.71 19.02  0.0505
45 H -10.78 28.13 18.15  0.0849
46 H -9.29 27.66 19.00  0.0689
47 H -9.10 27.37 16.39  0.1375
48 H -7.48 26.19 17.95  0.1186
49 H -7.77 25.34 16.47  0.1183
50 H -6.83 23.41 18.10  0.0844
51 H -8.06 22.72 17.01  0.0827
52 H -8.38 22.56 18.58  0.0748
53 H -10.11 25.25 16.09  0.0687
54 H -10.70 25.31 17.51  0.0600
55 C -6.74 16.02 21.12  -0.1202
56 C -5.85 16.79 22.12  -0.3767
57 C -6.04 18.33 22.42  -0.1963
58 O -6.32 18.95 21.24  -0.2733
59 C -6.50 20.40 21.31  -0.0985
60 N -6.02 15.96 23.31  0.0465
61 H -6.77 16.48 20.13  0.0025
62 H -7.75 16.10 21.53  0.0822
63 H -6.47 15.00 20.86  0.0410
64 H -4.89 16.68 21.62  0.0721
65 H -5.10 18.71 22.83  0.1135
66 H -6.93 18.61 22.99  0.1311
67 H -5.59 20.91 21.58  0.0481
68 H -7.22 20.65 22.09  0.0805
69 H -6.80 20.67 20.29  0.0389
70 H -5.44 16.44 23.98  0.0785
71 H -5.58 15.07 23.11  0.0135
72 C -4.71 20.69 24.81  -0.3645
73 O -3.75 19.92 24.91  -0.0059
74 N -5.16 21.58 25.69  -0.1592
75 C -6.29 22.42 25.47  -0.0588
76 C -4.40 21.74 26.98  -0.0253
77 H -5.38 20.65 23.94  0.1048
78 H -6.96 22.47 26.33  0.0966
79 H -6.96 22.13 24.66  0.0762
80 H -5.96 23.44 25.26  0.0758
81 H -3.38 21.35 26.92  0.0812
82 H -4.37 22.76 27.35  0.0800
83 H -4.90 21.21 27.79  0.0853
84 C -10.33 24.62 23.31  -0.3668
85 O -9.90 24.34 24.42  0.0114
86 N -9.58 24.50 22.23  -0.1819
87 C -8.35 23.71 22.22  -0.0246
88 C -9.84 25.46 21.14  -0.0609
89 H -11.29 25.08 23.04  0.1319
90 H -8.17 23.28 21.24  0.0779
91 H -8.21 23.05 23.08  0.0699
92 H -7.52 24.42 22.25  0.0879
93 H -10.76 26.03 21.25  0.0826
94 H -9.09 26.23 20.97  0.0881
95 H -9.95 24.84 20.24  0.0745
96 C -11.22 17.09 18.75  -0.3115
97 O -10.53 16.28 18.12  -0.0644
98 N -10.65 17.93 19.64  -0.1446
99 C -9.18 18.03 19.64  -0.0573
100 C -11.45 19.03 20.29  -0.0429
101 H -12.32 17.19 18.65  0.1375
102 H -8.80 18.73 18.90  0.0553
103 H -8.67 17.07 19.55  0.0412
104 H -8.75 18.29 20.61  0.0789
105 H -11.46 19.97 19.72  0.0792
106 H -12.46 18.73 20.55  0.0781
107 H -11.17 19.32 21.30  0.0781
108 C -3.55 23.32 22.22  -0.3765
109 O -4.78 23.16 22.35  -0.0276
110 N -2.69 23.73 23.04  -0.1652
111 C -3.13 24.14 24.27  -0.0965
112 C -1.16 23.84 22.95  0.0307
113 H -3.04 23.19 21.25  0.1286
114 H -2.82 23.63 25.19  0.0968
115 H -4.17 24.37 24.48  0.0852
116 H -2.69 25.13 24.41  0.0933
117 H -0.58 23.17 23.57  0.0983
118 H -1.03 23.59 21.89  0.0814
119 H -0.92 24.90 23.04  0.0910

Properties
2S+1	1
E_tot	-205115.769	eV
LUMO energy	0.00942	Eh
HOMO	-9.123	eV
gap between HOMO and LUMO	9.379	eV
M	1037.306	g mol⁻¹



Computed, not measured: a cluster of 8 separate species, C28H65FI2N3O7S7 in total, with the ωB97M-V functional and the def2-TZVPD basis.

Each line ends with the Löwdin charge.
Positions of all 113 atoms, in Å:
1 C -2.66 -2.29 0.72  -0.1027
2 C -1.43 -2.20 -0.33  -0.2978
3 C -1.00 -3.61 -0.97  -0.6070
4 I 0.90 -3.31 -2.07  0.7971
5 C -2.03 -4.21 -2.03  -0.1259
6 C -2.74 -5.57 -1.92  -0.0644
7 C -2.71 -6.72 -0.82  -0.2641
8 C -4.13 -6.73 -0.05  -0.0485
9 F -1.56 -6.69 0.05  -0.0431
10 N -3.59 -5.83 -3.08  0.1774
11 C -3.38 -4.63 -3.89  -0.1619
12 N -4.00 -4.38 -5.22  0.0840
13 C -3.15 -5.03 -6.07  -0.2382
14 C -3.15 -6.66 -6.11  -0.0280
15 C -2.11 -4.30 -7.03  -0.0471
16 N -2.49 -3.63 -3.31  0.0196
17 C -2.15 -2.31 -3.92  -0.1733
18 C -3.55 -1.47 -4.06  -0.6963
19 C -3.57 -0.11 -3.21  -0.1780
20 I -3.99 -0.97 -6.17  0.8246
21 H -3.69 -2.13 0.21  0.0836
22 H -2.64 -3.22 1.38  0.0833
23 H -2.53 -1.39 1.43  0.0504
24 H -1.58 -1.38 -1.13  0.0855
25 H -0.52 -1.84 0.29  0.1085
26 H -0.79 -4.39 -0.17  0.0920
27 H -2.64 -7.73 -1.40  0.1558
28 H -4.97 -7.18 -0.71  0.0933
29 H -4.10 -7.24 0.98  0.1024
30 H -4.45 -5.62 0.11  0.0940
31 H -4.16 -6.66 -3.28  0.1579
32 H -2.09 -6.98 -5.78  0.1077
33 H -3.40 -6.97 -7.18  0.1045
34 H -3.93 -7.06 -5.37  0.0757
35 H -2.17 -3.16 -7.04  0.0118
36 H -2.23 -4.72 -8.11  0.1096
37 H -1.05 -4.61 -6.68  0.1194
38 H -1.38 -1.77 -3.28  0.0809
39 H -1.72 -2.47 -4.98  0.0963
40 H -4.46 -2.10 -3.72  0.0841
41 H -4.68 0.21 -3.08  0.0935
42 H -3.08 -0.19 -2.18  0.0703
43 H -3.10 0.73 -3.86  0.0694
44 C -1.88 1.77 4.87  -0.2561
45 S -1.22 0.89 3.43  0.7848
46 O -2.39 0.44 2.61  -0.5712
47 C -0.63 -0.55 4.35  -0.2593
48 H -2.34 2.69 4.53  0.0360
49 H -2.63 1.15 5.37  0.0525
50 H -1.06 2.00 5.56  0.0584
51 H -1.45 -1.02 4.88  0.0582
52 H 0.15 -0.24 5.05  0.0547
53 H -0.20 -1.26 3.64  0.0426
54 C -0.99 4.22 -0.15  -0.2583
55 S -0.10 3.36 1.15  0.7836
56 O -0.47 4.00 2.46  -0.5720
57 C 1.54 3.97 0.70  -0.2562
58 H -2.06 4.01 -0.04  0.0463
59 H -0.83 5.30 -0.07  0.0634
60 H -0.65 3.86 -1.13  0.0495
61 H 1.54 5.06 0.73  0.0673
62 H 1.80 3.62 -0.30  0.0355
63 H 2.26 3.59 1.42  0.0177
64 C 4.45 4.06 -2.72  -0.2787
65 S 3.41 5.48 -3.09  0.8246
66 O 2.41 5.60 -1.98  -0.5659
67 C 2.56 4.74 -4.50  -0.2736
68 H 5.04 4.29 -1.83  0.0587
69 H 3.83 3.18 -2.52  0.0331
70 H 5.12 3.86 -3.56  0.0565
71 H 2.06 3.83 -4.20  0.0501
72 H 3.29 4.53 -5.29  0.0527
73 H 1.82 5.46 -4.88  0.0488
74 C 4.38 3.17 5.71  -0.2546
75 S 3.24 2.77 4.37  0.8016
76 O 3.90 3.16 3.09  -0.5734
77 C 2.02 4.04 4.77  -0.2566
78 H 5.25 2.52 5.64  0.0221
79 H 4.70 4.21 5.63  0.0625
80 H 3.89 3.01 6.67  0.0562
81 H 2.49 5.02 4.74  0.0650
82 H 1.60 3.84 5.76  0.0551
83 H 1.22 3.99 4.03  0.0126
84 C 6.56 1.12 2.40  -0.2741
85 S 7.43 0.29 3.74  0.8149
86 O 7.03 0.95 5.02  -0.5620
87 C 9.07 0.90 3.30  -0.2685
88 H 5.49 0.91 2.49  0.0377
89 H 6.72 2.20 2.46  0.0633
90 H 6.92 0.74 1.44  0.0348
91 H 9.08 1.99 3.31  0.0597
92 H 9.35 0.53 2.31  0.0521
93 H 9.79 0.53 4.04  0.0501
94 C 3.96 0.35 -1.08  -0.2652
95 S 5.69 0.17 -1.56  0.8065
96 O 6.11 1.43 -2.24  -0.5481
97 C 5.40 -1.07 -2.84  -0.2663
98 H 3.90 1.12 -0.30  0.0494
99 H 3.37 0.66 -1.94  0.0508
100 H 3.59 -0.59 -0.69  0.0457
101 H 4.72 -0.68 -3.60  0.0563
102 H 4.98 -1.97 -2.39  0.0478
103 H 6.36 -1.32 -3.31  0.0528
104 C -6.88 2.34 5.56  -0.2684
105 S -5.30 3.09 5.11  0.7854
106 O -4.96 4.09 6.17  -0.5441
107 C -5.91 4.00 3.68  -0.2625
108 H -6.74 1.75 6.46  0.0500
109 H -7.62 3.12 5.74  0.0583
110 H -7.22 1.69 4.75  0.0516
111 H -6.71 4.67 3.98  0.0586
112 H -6.28 3.29 2.93  0.0519
113 H -5.09 4.58 3.26  0.0510

Properties
2S+1	1
E_tot	-143640.983	eV
LUMO energy	-0.14908	Eh
charge	+1
HOMO	-10.044	eV
gap between HOMO and LUMO	5.987	eV
M	1053.117	g mol⁻¹



Computed, not measured: a cluster of 9 separate species, C28H66Cl8O10 in total, with the ωB97M-V functional and the def2-TZVPD basis.

Each line ends with the Löwdin charge.
Positions of all 112 atoms, in Å:
1 C 1.81 4.02 0.46  -0.1115
2 O 1.98 2.62 0.33  -0.2249
3 C 2.99 2.06 1.15  -0.1885
4 C 4.38 2.42 0.65  -0.2162
5 O 5.20 1.28 0.67  -0.1887
6 C 6.59 1.54 0.55  -0.0985
7 H 1.38 4.22 1.44  0.0882
8 H 1.15 4.39 -0.32  0.0470
9 H 2.72 4.61 0.30  0.0923
10 H 2.78 1.00 1.06  0.0940
11 H 2.86 2.31 2.21  0.1249
12 H 4.77 3.21 1.31  0.1254
13 H 4.29 2.75 -0.39  0.1310
14 H 7.09 0.58 0.69  0.0880
15 H 6.90 2.29 1.28  0.0859
16 H 6.82 1.89 -0.46  0.0883
17 C -2.98 -3.03 -8.14  -0.1196
18 O -2.68 -2.48 -6.90  -0.1976
19 C -3.77 -1.87 -6.24  -0.2036
20 C -3.33 -1.06 -5.03  -0.2011
21 O -2.68 0.08 -5.52  -0.1564
22 C -1.78 0.69 -4.63  -0.0977
23 H -3.71 -3.85 -8.08  0.0880
24 H -2.12 -3.40 -8.68  0.0864
25 H -3.46 -2.26 -8.76  0.0880
26 H -4.51 -2.66 -6.04  0.1282
27 H -4.24 -1.17 -6.94  0.1258
28 H -2.63 -1.70 -4.48  0.1086
29 H -4.20 -0.87 -4.39  0.1296
30 H -0.80 0.17 -4.63  0.0829
31 H -2.06 0.67 -3.58  0.0756
32 H -1.60 1.69 -5.00  0.0731
33 C -3.73 -2.69 2.12  -0.1018
34 O -2.89 -3.79 2.41  -0.1788
35 C -2.16 -3.66 3.61  -0.2088
36 C -2.92 -3.91 4.91  -0.2025
37 O -3.16 -5.30 5.01  -0.1763
38 C -3.35 -5.74 6.34  -0.1158
39 H -4.41 -2.44 2.94  0.0831
40 H -4.17 -3.00 1.17  0.0928
41 H -3.17 -1.79 1.84  0.0178
42 H -1.74 -2.65 3.65  0.1016
43 H -1.27 -4.30 3.56  0.1210
44 H -3.87 -3.36 4.89  0.1204
45 H -2.26 -3.54 5.70  0.1286
46 H -3.96 -6.65 6.35  0.0844
47 H -3.84 -4.99 6.96  0.0853
48 H -2.38 -6.01 6.78  0.0892
49 C 2.85 1.81 -3.67  -0.0938
50 O 2.63 3.18 -3.96  -0.1736
51 C 1.45 3.72 -3.41  -0.2130
52 C 0.32 3.89 -4.41  -0.2259
53 O 0.55 4.93 -5.30  -0.1599
54 C -0.37 5.03 -6.36  -0.1188
55 H 1.97 1.21 -3.93  0.0706
56 H 3.05 1.63 -2.61  0.0793
57 H 3.73 1.55 -4.25  0.0920
58 H 1.75 4.71 -3.05  0.1316
59 H 1.17 3.25 -2.46  0.1017
60 H -0.61 4.08 -3.85  0.1117
61 H 0.21 2.93 -4.94  0.1139
62 H -1.39 4.69 -6.17  0.0858
63 H -0.05 4.39 -7.20  0.0905
64 H -0.40 6.06 -6.69  0.0870
65 C 2.13 0.35 9.30  -0.0916
66 O 2.18 -0.56 8.18  -0.1814
67 C 2.89 -0.01 7.08  -0.2200
68 C 1.93 0.42 6.00  -0.2450
69 O 1.03 -0.55 5.59  -0.1672
70 C 0.19 -0.19 4.51  -0.1016
71 H 3.08 0.36 9.82  0.0846
72 H 1.32 -0.04 9.91  0.0865
73 H 1.85 1.35 8.96  0.0809
74 H 3.47 -0.88 6.73  0.1301
75 H 3.58 0.82 7.25  0.1258
76 H 2.41 1.00 5.20  0.1223
77 H 1.35 1.20 6.54  0.1268
78 H -0.31 -1.09 4.19  0.0669
79 H 0.86 0.16 3.71  0.0674
80 H -0.47 0.64 4.79  0.0909
81 Cl 0.35 -4.71 -6.10  0.5411
82 C -0.08 -4.23 -4.43  -0.6326
83 C 0.04 -2.73 -4.36  -0.7102
84 Cl 1.74 -2.21 -4.27  0.5581
85 H 0.66 -4.72 -3.82  0.0556
86 H -1.08 -4.57 -4.16  0.0798
87 H -0.35 -2.39 -3.39  0.0075
88 H -0.58 -2.16 -5.04  0.0486
89 Cl 2.53 -4.79 2.98  0.5325
90 C 1.55 -4.55 1.50  -0.6255
91 C 2.21 -3.47 0.65  -0.6196
92 Cl 1.95 -1.83 1.37  0.5487
93 H 0.59 -4.24 1.88  0.0429
94 H 1.57 -5.49 0.95  0.0736
95 H 1.79 -3.42 -0.35  0.0610
96 H 3.28 -3.61 0.53  0.0647
97 Cl -1.72 4.02 -0.85  0.6249
98 C -2.79 4.80 0.34  -0.6390
99 C -2.44 4.36 1.75  -0.6139
100 Cl -3.07 5.67 2.86  0.5232
101 H -3.82 4.48 0.15  0.0775
102 H -2.70 5.87 0.21  0.0570
103 H -1.38 4.48 1.97  0.0454
104 H -2.84 3.42 2.09  0.0294
105 Cl -1.06 -1.11 -1.00  0.5655
106 C -1.02 0.68 -0.79  -0.6396
107 C -0.79 0.94 0.68  -0.6909
108 Cl -2.25 0.69 1.65  0.6285
109 H -1.96 1.10 -1.11  0.0371
110 H -0.16 0.98 -1.40  0.0645
111 H -0.46 1.98 0.81  0.0327
112 H 0.07 0.42 1.11  0.0299

Properties
2S+1	1
E_tot	-150754.293	eV
SMILES	COCCOC.COCCOC.COCCOC.COCCOC.COCCOC.ClCCCl.ClCCCl.ClCCCl.ClCCCl
LUMO energy	0.01271	Eh
HOMO	-9.412	eV
gap between HOMO and LUMO	9.758	eV
M	846.450	g mol⁻¹



Computed, not measured: a cluster of 6 separate species, C28H66ClFIO5S in total, with the ωB97M-V functional and the def2-TZVPD basis.

Each line ends with the Löwdin charge.
Positions of all 103 atoms, in Å:
1 C 5.99 -4.67 -3.55  -0.1101
2 C 5.01 -3.67 -2.97  -0.7348
3 Cl 5.56 -2.01 -3.40  0.7011
4 C 3.59 -3.76 -3.53  -0.3707
5 S 2.52 -4.82 -2.49  1.2616
6 C 0.96 -3.87 -2.37  -0.3859
7 C -0.24 -4.57 -3.00  -0.8490
8 C -0.26 -4.31 -4.50  -0.1759
9 I -2.05 -3.75 -2.20  0.9768
10 C 2.21 -6.40 -3.35  -0.5348
11 C 3.37 -6.85 -4.19  -0.0308
12 F 2.01 -7.28 -2.33  0.0041
13 H 6.93 -4.19 -3.79  0.0708
14 H 5.62 -5.10 -4.46  0.0688
15 H 6.22 -5.47 -2.86  0.0889
16 H 4.99 -3.69 -1.89  0.0897
17 H 3.16 -2.78 -3.44  0.0658
18 H 3.55 -4.04 -4.57  0.1084
19 H 0.77 -3.71 -1.32  0.0705
20 H 1.11 -2.94 -2.88  0.0901
21 H -0.25 -5.63 -2.80  0.0609
22 H -0.40 -3.26 -4.67  0.0728
23 H -1.10 -4.82 -4.94  0.0782
24 H 0.66 -4.66 -4.97  0.0696
25 H 1.31 -6.38 -3.96  0.1112
26 H 3.30 -6.40 -5.17  0.1007
27 H 4.33 -6.69 -3.72  0.0699
28 H 3.25 -7.91 -4.30  0.1076
29 C 8.02 -1.66 -0.51  -0.0776
30 C 6.65 -1.05 -0.23  -0.3120
31 O 6.33 -0.97 1.14  -0.1605
32 C 7.20 -0.16 1.94  -0.2689
33 C 7.24 1.29 1.51  -0.0738
34 H 8.12 -2.62 -0.01  0.0833
35 H 8.16 -1.80 -1.58  0.0596
36 H 8.83 -1.02 -0.15  0.0713
37 H 5.88 -1.68 -0.67  0.0663
38 H 6.56 -0.06 -0.71  0.1092
39 H 8.20 -0.59 1.96  0.1109
40 H 6.81 -0.23 2.95  0.1145
41 H 7.69 1.42 0.53  0.0668
42 H 7.82 1.87 2.23  0.0787
43 H 6.23 1.71 1.46  0.0826
44 C 7.78 -1.90 6.87  -0.0797
45 C 8.81 -0.80 6.70  -0.2812
46 O 8.37 0.27 5.87  -0.1701
47 C 7.24 0.98 6.33  -0.2893
48 C 7.44 1.65 7.68  -0.0779
49 H 7.43 -2.26 5.90  0.0778
50 H 8.21 -2.74 7.42  0.0770
51 H 6.91 -1.56 7.44  0.0664
52 H 9.69 -1.21 6.20  0.1176
53 H 9.14 -0.42 7.67  0.1087
54 H 6.36 0.32 6.35  0.1067
55 H 7.05 1.74 5.57  0.1140
56 H 7.55 0.93 8.48  0.0674
57 H 6.58 2.28 7.91  0.0776
58 H 8.33 2.28 7.66  0.0838
59 C -4.52 -2.59 1.50  -0.0780
60 C -3.48 -1.53 1.22  -0.2969
61 O -3.94 -0.48 0.38  -0.1700
62 C -5.03 0.28 0.88  -0.2735
63 C -4.74 1.00 2.18  -0.0690
64 H -4.95 -2.97 0.57  0.0773
65 H -4.07 -3.42 2.05  0.0769
66 H -5.35 -2.21 2.11  0.0698
67 H -2.64 -1.98 0.68  0.0804
68 H -3.07 -1.12 2.15  0.1093
69 H -5.92 -0.35 0.98  0.1098
70 H -5.26 1.01 0.10  0.1162
71 H -4.59 0.30 3.01  0.0687
72 H -5.57 1.65 2.44  0.0668
73 H -3.83 1.60 2.09  0.0835
74 C -9.71 4.36 3.37  -0.0779
75 C -8.22 4.09 3.19  -0.2811
76 O -7.93 3.15 2.17  -0.1752
77 C -8.34 3.51 0.86  -0.2748
78 C -7.70 4.79 0.34  -0.0736
79 H -10.25 3.42 3.51  0.0825
80 H -9.87 4.99 4.24  0.0779
81 H -10.14 4.87 2.51  0.0672
82 H -7.82 3.65 4.10  0.1177
83 H -7.68 5.03 3.02  0.1081
84 H -9.44 3.58 0.81  0.1107
85 H -8.05 2.68 0.22  0.1148
86 H -8.03 5.66 0.90  0.0733
87 H -7.97 4.94 -0.71  0.0583
88 H -6.61 4.73 0.42  0.0845
89 C -6.97 5.87 -6.38  -0.0810
90 C -7.81 6.42 -5.24  -0.2798
91 O -8.10 5.46 -4.23  -0.1578
92 C -6.99 4.92 -3.55  -0.2873
93 C -6.15 5.94 -2.81  -0.0853
94 H -7.43 4.97 -6.79  0.0814
95 H -6.88 6.61 -7.17  0.0768
96 H -5.96 5.61 -6.05  0.0645
97 H -8.78 6.73 -5.62  0.1189
98 H -7.34 7.30 -4.80  0.1082
99 H -6.37 4.34 -4.24  0.1080
100 H -7.40 4.20 -2.84  0.1047
101 H -5.65 6.63 -3.50  0.0669
102 H -5.38 5.44 -2.22  0.0766
103 H -6.77 6.54 -2.15  0.0766

Properties
2S+1	1
E_tot	-74510.143	eV
LUMO energy	-0.11420	Eh
charge	+1
HOMO	-10.762	eV
gap between HOMO and LUMO	7.654	eV
M	696.253	g mol⁻¹



Which formula does entry 2 have? C28H65FI2N3O7S7